No. 1
C16H38GeIrN3O7S4 | the ωB97M-V functional and the def2-TZVPD basis

Each line ends with the Löwdin charge.
Atoms and positions in Å:
Ir 1.19383 0.30658 -0.70843  0.83
C -0.18014 -2.19067 -3.17633  -0.01
C -0.85712 -1.84492 -1.85970  -0.59
C -2.36805 -1.95454 -2.04301  -0.04
C -0.37785 -2.78514 -0.75714  -0.20
O -0.53877 -0.47679 -1.48086  -0.51
Ge -1.99256 0.78889 -0.91745  1.12
O -2.08178 -0.11198 0.69339  -0.42
C -3.19905 -0.04928 1.61980  -0.67
C -3.57238 1.40415 1.87498  -0.04
C -4.38199 -0.81645 1.04347  -0.03
C -2.71685 -0.70196 2.90835  -0.02
O -0.30156 1.74808 -0.38626  -0.52
C -0.20788 3.20457 -0.36979  -0.66
C -1.61341 3.78874 -0.48063  -0.06
C 0.38710 3.63777 0.96430  -0.01
C 0.62561 3.69977 -1.54101  -0.05
H -0.44844 -3.20379 -3.47896  0.11
H 0.90363 -2.14565 -3.09157  0.04
H -0.50695 -1.50478 -3.95714  0.11
H -2.60725 -2.95279 -2.40968  0.11
H -2.72160 -1.23974 -2.78814  0.09
H -2.91718 -1.80896 -1.11407  0.06
H -0.85841 -3.75779 -0.90185  0.15
H -1.32099 -1.60360 0.55467  0.03
H 0.69795 -2.93534 -0.86475  0.07
H -3.97062 1.87838 0.97420  0.08
H -2.70018 1.96495 2.22000  0.08
H -4.34222 1.47046 2.64423  0.10
H -4.69530 -0.38779 0.08817  0.09
H -5.23548 -0.77691 1.72037  0.10
H -4.12343 -1.86615 0.89240  0.09
H -1.89147 -0.13128 3.34010  0.07
H -2.37844 -1.72389 2.72587  0.09
H -3.52192 -0.73989 3.64231  0.10
H -2.26283 3.41188 0.31035  0.07
H -2.06617 3.57226 -1.44783  0.08
H -1.56173 4.87245 -0.37582  0.11
H -0.16397 3.17930 1.78800  0.09
H 0.32622 4.72019 1.07462  0.11
H 1.44373 3.37804 1.05148  0.05
H 0.21124 3.35011 -2.48750  0.09
H 1.67178 3.38436 -1.48800  0.04
H 0.62401 4.79011 -1.56035  0.11
N 2.81943 1.35932 0.10019  -0.09
N 2.90171 1.37855 1.51623  0.03
C 1.98501 0.79190 2.27137  -0.62
N 1.95847 0.98101 3.56411  0.21
S 0.76740 -0.28759 1.55316  0.89
H 3.68166 0.94648 -0.26903  0.10
H 2.75696 2.32754 -0.22062  0.10
H 3.58520 2.01040 1.91650  0.19
H 2.66726 1.50109 4.06556  0.16
H 1.26011 0.50931 4.12523  0.14
C 4.49804 -1.82813 -3.84086  0.00
O 3.61572 -0.66985 -3.88266  -0.11
C 2.89137 -0.38260 -2.86420  -1.16
S 1.81014 0.92127 -2.89037  0.79
S 2.82992 -1.24796 -1.38337  0.70
H 4.97578 -1.84936 -4.81256  0.11
H 3.90284 -2.72431 -3.67963  0.10
H 5.23211 -1.69174 -3.04968  0.10
C 1.87371 -3.44055 1.51479  -0.11
S 1.70960 -2.10467 2.65051  0.59
O 3.01145 -1.62729 2.99665  -0.30
O 0.70217 -2.33893 3.62199  -0.26
O -0.62049 -2.30466 0.55896  -0.18
H 2.57595 -4.10374 2.02524  0.11
H 2.31105 -3.07801 0.58888  0.03
H 0.89632 -3.88846 1.37886  0.08

Computed properties:
HOMO energy: -13.837 eV
gap between HOMO and LUMO: 6.56 eV
electronic energy: -138694.3927 eV
charge: +2


No. 2
C16H39AsCl16FIN2O3PS | the ωB97M-V functional and the def2-TZVPD basis

Each line ends with the Löwdin charge.
Atoms and positions in Å:
C 0.34222 3.46909 2.34084  -0.18
C 1.02308 2.15721 1.85993  -0.42
C 0.03684 1.18609 1.23364  -0.71
I -1.57920 0.82534 2.69367  0.89
As 0.80111 -0.57395 0.40109  0.88
O -1.03929 -0.93891 0.06428  -0.44
C 0.98661 0.42392 -1.41108  -0.39
N 2.30850 0.41917 -1.99985  -0.08
C 1.28165 -2.28842 -0.61917  -0.26
C 0.34503 -3.49946 -0.58834  -0.41
C -0.59622 -3.60318 -1.79659  -0.06
F -0.44166 -3.66041 0.56685  -0.08
C 0.74999 -1.54154 2.21030  -0.45
S 1.76166 -2.95679 2.49018  0.62
O 3.07144 -2.94936 1.87691  -0.42
O 1.79251 -3.16777 3.92131  -0.39
P 3.08313 0.01216 0.88760  0.63
N 3.46105 -0.02777 2.43627  -0.36
H -0.47001 3.76625 1.69051  0.06
H 1.10489 4.24375 2.35075  0.04
H 0.01697 3.38298 3.36553  0.01
H 1.74396 2.51465 1.13308  0.04
H 1.50182 1.75961 2.74195  0.08
H -0.51330 1.72473 0.47890  0.02
H -1.17316 -1.09063 -0.87998  -0.07
H 0.30965 -0.06309 -2.10440  -0.02
H 0.65863 1.45930 -1.35815  0.07
H 2.87217 1.23311 -1.84189  -0.07
H 2.80575 -0.45373 -2.02714  0.04
H 1.33782 -2.02743 -1.66717  0.05
H 2.28215 -2.63434 -0.39360  0.04
H 0.97443 -4.38560 -0.63561  0.12
H -0.47255 -2.80043 -2.51120  0.01
H -0.49383 -4.57247 -2.26408  0.07
H -1.61007 -3.57212 -1.41575  0.06
H -0.25767 -1.91477 2.30889  0.02
H 0.99720 -0.86603 3.01160  0.02
H 1.11596 -4.04695 2.02329  0.07
H 3.88721 -0.92930 0.18656  -0.04
H 3.46049 1.26654 0.34651  -0.05
H 3.77540 0.86898 2.78320  -0.06
C 3.68948 4.41872 -1.06031  -1.00
Cl 3.31104 3.42756 -2.47564  0.57
Cl 2.22877 5.01729 -0.26740  0.55
H 4.24288 3.81106 -0.35409  0.02
H 4.28291 5.26653 -1.37919  0.02
C -4.00231 -1.02219 0.59925  -1.04
Cl -4.42152 -2.04982 -0.78722  0.51
Cl -4.73708 0.58014 0.45785  0.47
H -4.37064 -1.49621 1.50022  0.03
H -2.91821 -0.91143 0.63008  -0.06
C 5.54416 -4.45215 3.41317  -0.98
Cl 6.77051 -3.17965 3.42473  0.52
Cl 6.22340 -5.99406 2.84330  0.50
H 5.17205 -4.58918 4.42004  0.03
H 4.73850 -4.15048 2.75185  -0.01
C -3.32456 -0.24354 -3.89220  -0.98
Cl -1.78528 -0.76425 -3.20659  0.64
Cl -3.38236 1.51231 -4.12818  0.54
H -3.45750 -0.72502 -4.85310  0.03
H -4.11747 -0.52723 -3.21017  -0.01
C 9.23369 -5.01500 1.08102  -1.05
Cl 10.57612 -4.84491 2.22113  0.49
Cl 9.35488 -3.85663 -0.25044  0.49
H 9.25559 -6.01663 0.67004  0.02
H 8.30504 -4.84417 1.60935  -0.07
C -2.58898 2.41230 6.57590  -1.03
Cl -1.39359 2.67349 7.85464  0.49
Cl -2.41173 3.56491 5.25460  0.48
H -2.45422 1.41353 6.17635  0.01
H -3.57789 2.52297 7.00286  0.02
C -5.82610 4.00962 -5.29827  -1.02
Cl -5.93774 5.39442 -4.20677  0.51
Cl -7.42464 3.40452 -5.75955  0.52
H -5.30353 4.31669 -6.19547  0.03
H -5.28970 3.21301 -4.79838  -0.05
C -11.01881 4.26799 -5.52737  -1.04
Cl -11.14874 3.32309 -7.01743  0.49
Cl -11.81780 5.83915 -5.67090  0.50
H -11.49030 3.71322 -4.72608  0.03
H -9.97069 4.43161 -5.31129  -0.03

Computed properties:
HOMO energy: -4.450 eV
gap between HOMO and LUMO: 6.28 eV
electronic energy: -318484.3200 eV
charge: -1


No. 3
C16H39BF4N3O5 | the ωB97M-V functional and the def2-TZVPD basis

Each line ends with the Löwdin charge.
Atoms and positions in Å:
B 0.03885 0.09310 -0.25469  -1.36
F 1.30885 0.22010 0.17831  0.18
F -0.89315 0.62910 0.63531  0.16
F -0.02215 0.70410 -1.51769  0.11
F -0.25315 -1.24690 -0.41369  0.14
C 4.57785 -0.66890 -1.10769  0.00
C 4.53285 0.10910 -2.41169  -0.27
N 4.51185 0.71310 -3.33769  0.14
H 5.01785 -1.54790 -0.90869  0.04
H 5.10085 0.04910 -0.56769  0.06
H 3.54785 -0.66990 -0.82369  0.06
C 1.50085 -0.60290 -3.70169  -0.05
C 1.48085 -0.12290 -5.21269  -0.29
N 1.56485 0.18410 -6.22769  0.11
H 2.25985 -1.35990 -3.80169  0.05
H 1.66985 0.15210 -2.89369  0.06
H 0.36785 -0.89890 -3.42569  0.11
C -0.38515 -4.49090 -0.94869  -0.04
C -0.58415 -6.01790 -1.23969  -0.26
N -0.71415 -7.14490 -1.50269  0.08
H -1.40915 -4.39590 -0.58569  0.06
H 0.19485 -4.14990 -0.13869  0.03
H -0.17115 -4.04990 -2.03069  0.13
C 0.50485 2.09210 4.35931  -0.05
C -0.91415 2.29610 3.75731  -0.32
O -0.83515 3.27510 2.76831  -0.16
H 0.43785 1.38910 4.94931  -0.05
H 0.94485 3.11610 4.85331  0.14
H 1.30885 1.79910 3.69531  0.06
H -1.81115 2.63010 4.44031  0.14
H -1.48815 1.58310 3.29531  0.05
H -0.03415 3.13110 2.07431  0.11
C 2.03485 -2.93590 3.55831  -0.12
C 1.12785 -2.14690 2.65231  -0.31
O 1.61685 -2.34190 1.28631  -0.16
H 2.94085 -2.32790 3.62431  0.06
H 2.16285 -4.01190 3.08531  0.12
H 1.63485 -2.89190 4.64831  0.09
H 1.05585 -1.18190 2.79131  0.04
H 0.01185 -2.78390 2.55831  0.17
H 0.99485 -1.83290 0.65231  0.06
C -3.54215 1.83210 -4.36969  -0.07
C -1.96315 1.71910 -4.16069  -0.31
O -1.87815 0.48910 -3.48769  -0.10
H -3.88915 1.02510 -4.84669  0.01
H -3.71315 2.80410 -4.82269  0.05
H -3.87515 1.92510 -3.19269  0.13
H -1.62615 2.50210 -3.52869  0.09
H -1.32015 1.63510 -5.19869  0.15
H -1.08015 0.54010 -3.03169  -0.01
C 0.98485 5.02410 0.27031  0.00
C 0.85585 3.47210 -0.15569  -0.36
O 1.27985 2.85110 0.89331  -0.07
H 1.91685 5.07910 0.41631  -0.02
H 0.45785 4.87810 1.19431  0.06
H 0.56385 5.69410 -0.55369  0.11
H 1.45585 3.08410 -1.04869  0.15
H -0.14815 3.17910 -0.29869  0.09
H 1.51585 1.95910 0.77431  0.06
C -4.35315 -1.81190 2.31831  -0.11
C -2.97115 -1.25490 2.26431  -0.27
O -2.28915 -2.10490 1.28231  -0.07
H -4.25115 -2.70390 2.96531  0.08
H -4.68715 -2.03790 1.34131  0.06
H -5.18715 -1.15590 2.67731  0.08
H -2.32915 -1.06290 3.07331  0.08
H -3.10615 -0.24190 1.66431  0.14
H -1.75915 -1.66190 0.75031  -0.05

Computed properties:
HOMO energy: -7.084 eV
gap between HOMO and LUMO: 9.60 eV
electronic energy: -43477.7040 eV
charge: -1